225
Properties=species:S:1:pos:R:3:lowdin_charge:R:1 method="wB97M-V/def2-TZVPD" homo_lumo_gap_ha=0.2692 max_force_ha_per_bohr=0.30808 homo_ev=-13.56 charge=+3 relative_energy_kj_mol=951.4 multiplicity=1
C -22.44 -3.72 -6.18 -0.0616
C -21.00 -4.33 -6.39 -0.2155
C -21.07 -5.39 -7.47 -0.1321
N -19.65 -5.72 -7.99 -0.2227
C -19.00 -4.59 -8.87 0.0723
C -18.71 -6.23 -6.85 -0.0631
C -17.75 -7.20 -7.56 -0.1549
C -18.37 -7.58 -8.85 -0.1771
C -19.79 -7.04 -8.85 -0.0591
H -22.83 -3.08 -6.98 0.0826
H -22.41 -3.13 -5.26 0.0785
H -23.22 -4.48 -6.11 0.0776
H -20.69 -4.77 -5.44 0.1066
H -20.29 -3.56 -6.70 0.0969
H -21.49 -5.00 -8.39 0.1340
H -21.56 -6.30 -7.14 0.1350
H -18.42 -3.86 -8.30 0.1024
H -19.86 -4.23 -9.43 0.1119
H -18.43 -5.05 -9.67 0.0829
H -18.36 -5.35 -6.31 0.1032
H -19.41 -6.73 -6.18 0.1230
H -16.77 -6.80 -7.80 0.0979
H -17.49 -7.99 -6.86 0.0996
H -17.80 -7.23 -9.71 0.1097
H -18.56 -8.65 -8.89 0.1080
H -20.22 -6.67 -9.78 0.1414
H -20.49 -7.77 -8.42 0.1286
C -11.40 -7.32 -7.73 -0.0960
C -10.60 -8.52 -7.22 -0.1924
C -9.81 -8.28 -5.86 -0.0523
N -9.26 -9.65 -5.36 -0.2090
C -10.43 -10.54 -4.87 0.0102
C -8.32 -9.53 -4.14 -0.0818
C -6.95 -9.10 -4.83 -0.1240
C -6.99 -9.79 -6.22 -0.1351
C -8.34 -10.50 -6.35 -0.0534
H -10.76 -6.50 -8.07 0.0923
H -11.93 -7.05 -6.81 0.0524
H -12.17 -7.49 -8.47 0.0507
H -9.91 -8.79 -8.03 0.0935
H -11.38 -9.27 -7.05 0.0866
H -10.42 -8.02 -4.99 0.1134
H -9.06 -7.49 -5.80 0.1283
H -11.15 -10.03 -4.22 0.1122
H -10.08 -11.39 -4.29 0.0548
H -10.78 -11.03 -5.78 0.0652
H -8.30 -10.44 -3.55 0.1278
H -8.63 -8.77 -3.42 0.1270
H -6.22 -9.62 -4.21 0.1147
H -6.82 -8.02 -4.81 0.1075
H -6.23 -10.57 -6.21 0.1248
H -6.81 -8.97 -6.91 0.1146
H -8.30 -11.55 -6.07 0.1197
H -8.73 -10.47 -7.36 0.1182
C -19.47 -15.81 -7.93 -0.0978
C -18.59 -14.78 -8.53 -0.2575
C -18.84 -14.40 -10.00 -0.0332
N -17.92 -13.16 -10.49 -0.2116
C -18.00 -11.99 -9.56 -0.0055
C -18.25 -12.70 -11.92 -0.1024
C -17.75 -13.83 -12.83 -0.1370
C -16.48 -14.44 -12.14 -0.0995
C -16.50 -13.71 -10.76 -0.0775
H -19.29 -15.96 -6.86 0.0825
H -19.28 -16.77 -8.40 0.0875
H -20.52 -15.53 -8.03 0.0905
H -17.53 -14.97 -8.41 0.1081
H -18.82 -13.96 -7.84 0.0856
H -19.87 -14.07 -10.11 0.1311
H -18.73 -15.21 -10.73 0.1292
H -17.44 -12.24 -8.66 0.0750
H -19.06 -11.77 -9.39 0.1137
H -17.50 -11.15 -10.03 0.0834
H -17.77 -11.73 -12.07 0.1321
H -19.33 -12.71 -12.01 0.1336
H -17.71 -13.41 -13.84 0.1273
H -18.59 -14.53 -12.85 0.1047
H -15.69 -14.33 -12.88 0.1054
H -16.75 -15.49 -12.04 0.1055
H -15.81 -12.87 -10.85 0.1109
H -16.14 -14.35 -9.95 0.1053
C -14.13 -16.08 -8.54 -0.0860
C -13.49 -17.45 -8.81 -0.2053
C -14.24 -18.18 -10.02 -0.0667
N -13.69 -19.64 -10.38 -0.2140
C -13.87 -20.62 -9.20 0.0443
C -14.42 -20.14 -11.62 -0.0864
C -13.42 -20.68 -12.65 -0.1409
C -12.08 -20.51 -12.01 -0.1687
C -12.21 -19.53 -10.87 -0.0738
H -13.48 -15.51 -7.88 0.0727
H -15.09 -16.39 -8.12 0.0717
H -14.31 -15.62 -9.51 0.0517
H -13.53 -17.89 -7.81 0.1063
H -12.42 -17.39 -9.03 0.1057
H -14.29 -17.55 -10.91 0.1166
H -15.28 -18.29 -9.72 0.1165
H -13.35 -20.23 -8.33 0.1026
H -13.57 -21.63 -9.50 0.1121
H -14.95 -20.72 -9.12 0.0993
H -15.08 -20.97 -11.36 0.1280
H -14.98 -19.31 -12.05 0.1253
H -13.51 -21.72 -12.98 0.1237
H -13.31 -20.21 -13.63 0.1245
H -11.66 -21.44 -11.61 0.1212
H -11.40 -20.11 -12.77 0.1313
H -11.53 -19.53 -10.01 0.1429
H -12.17 -18.56 -11.35 0.1219
C -17.82 -2.10 -4.76 -0.0761
C -16.34 -2.42 -4.75 -0.2251
C -16.08 -3.77 -5.36 -0.0987
N -14.60 -4.30 -5.12 -0.2230
C -14.18 -4.48 -3.62 0.0464
C -13.51 -3.44 -5.75 -0.0928
C -13.60 -3.78 -7.23 -0.1020
C -14.26 -5.18 -7.34 -0.1751
C -14.38 -5.62 -5.90 -0.0901
H -17.87 -1.06 -4.42 0.0968
H -18.41 -2.74 -4.10 0.0824
H -18.34 -2.28 -5.71 0.0622
H -16.07 -2.36 -3.70 0.1182
H -15.65 -1.69 -5.19 0.1177
H -16.41 -3.98 -6.37 0.1148
H -16.61 -4.56 -4.82 0.1174
H -13.28 -5.06 -3.46 0.1043
H -15.02 -4.95 -3.11 0.1039
H -14.01 -3.46 -3.27 0.1025
H -12.60 -3.86 -5.32 0.1345
H -13.78 -2.42 -5.49 0.1303
H -12.70 -3.58 -7.82 0.1389
H -14.39 -3.10 -7.56 0.1117
H -13.75 -5.90 -7.98 0.0844
H -15.23 -5.08 -7.83 0.0759
H -13.43 -5.97 -5.50 0.1189
H -15.28 -6.24 -5.91 0.1240
C -21.16 -13.47 -2.49 -0.1013
C -20.54 -13.00 -3.78 -0.2232
C -19.25 -12.09 -3.44 -0.0885
N -18.43 -11.55 -4.64 -0.1872
C -19.31 -10.76 -5.70 0.0611
C -17.36 -10.68 -3.96 -0.1274
C -16.14 -11.51 -3.83 -0.1307
C -16.35 -12.94 -4.46 -0.0976
C -17.61 -12.75 -5.30 -0.0520
H -20.43 -13.98 -1.87 0.0880
H -21.93 -14.17 -2.81 0.0918
H -21.55 -12.66 -1.86 0.0872
H -21.23 -12.45 -4.41 0.0961
H -20.25 -13.94 -4.25 0.0986
H -18.58 -12.63 -2.77 0.1394
H -19.70 -11.24 -2.92 0.1286
H -18.80 -10.81 -6.66 0.0746
H -19.42 -9.73 -5.39 0.0883
H -20.34 -11.12 -5.70 0.0824
H -17.21 -9.81 -4.60 0.1149
H -17.77 -10.35 -3.01 0.1270
H -15.35 -11.00 -4.38 0.1179
H -15.86 -11.66 -2.78 0.1263
H -15.48 -12.96 -5.12 0.0936
H -16.33 -13.76 -3.73 0.1252
H -17.29 -12.39 -6.28 0.0880
H -18.33 -13.56 -5.38 0.1120
C -8.36 -10.20 -13.19 -0.0843
C -9.71 -10.64 -12.60 -0.2212
C -10.73 -9.49 -12.70 -0.1251
N -12.03 -9.70 -11.92 -0.1866
C -11.63 -9.93 -10.41 0.0430
C -12.90 -10.89 -12.42 -0.0693
C -14.10 -10.36 -13.27 -0.1128
C -14.32 -9.04 -12.62 -0.1840
C -12.98 -8.44 -12.18 -0.0405
H -7.99 -9.24 -12.83 0.0717
H -8.51 -9.96 -14.25 0.0861
H -7.64 -10.96 -12.90 0.0875
H -9.57 -11.08 -11.61 0.1055
H -10.03 -11.40 -13.31 0.1011
H -11.06 -9.40 -13.73 0.1402
H -10.33 -8.55 -12.32 0.1352
H -11.27 -10.96 -10.34 0.0908
H -12.55 -9.76 -9.84 0.0587
H -10.83 -9.31 -10.00 0.0914
H -13.27 -11.38 -11.52 0.0893
H -12.23 -11.55 -12.97 0.1067
H -15.01 -10.93 -13.06 0.1043
H -13.97 -10.30 -14.36 0.1272
H -14.91 -9.16 -11.72 0.0912
H -14.81 -8.30 -13.26 0.1243
H -13.00 -7.79 -11.30 0.1124
H -12.50 -7.95 -13.03 0.1290
N -15.99 -4.56 -10.35 -0.2671
S -15.57 -3.20 -11.15 0.6116
O -15.78 -3.00 -12.62 -0.2454
O -14.58 -2.34 -10.53 -0.2591
F -16.90 -2.38 -10.66 -0.2376
S -14.94 -5.33 -10.92 0.3663
O -13.61 -5.22 -10.32 -0.2911
O -14.91 -5.69 -12.36 -0.2719
F -15.47 -6.74 -10.32 -0.2379
N -14.65 -11.08 -9.32 -0.2559
S -13.91 -11.94 -8.27 0.4561
O -14.79 -12.71 -7.42 -0.2929
O -12.72 -11.29 -7.69 -0.2836
F -13.31 -13.00 -9.30 -0.1604
S -15.20 -9.87 -8.33 0.5243
O -14.26 -8.84 -8.00 -0.2566
O -16.22 -10.27 -7.37 -0.3128
F -16.09 -9.19 -9.45 -0.1951
N -11.00 -14.26 -13.58 -0.2274
S -11.44 -15.43 -14.31 0.3797
O -12.69 -15.22 -15.04 -0.2909
O -10.98 -16.74 -13.84 -0.3007
F -10.32 -15.23 -15.48 -0.2099
S -12.09 -14.56 -12.32 0.5608
O -12.07 -15.77 -11.53 -0.2795
O -13.42 -13.96 -12.46 -0.3177
F -11.35 -13.64 -11.26 -0.1942
N -10.87 -13.58 -4.18 -0.2884
S -9.55 -14.13 -3.76 0.4511
O -8.37 -13.88 -4.57 -0.2885
O -9.61 -15.33 -2.87 -0.2969
F -9.46 -13.03 -2.59 -0.2339
S -10.90 -14.13 -5.78 0.6241
O -10.75 -15.53 -6.13 -0.2627
O -10.32 -13.16 -6.70 -0.3064
F -12.57 -14.00 -5.97 -0.2585